Entry 1:
{"formula": "C19H37AuBrSi4Te", "method": "ωB97M-V with the def2-TZVPD basis set", "species": ["C", "C", "C", "H", "C", "C", "H", "H", "H", "H", "Au", "Br", "C", "C", "C", "H", "C", "C", "H", "H", "H", "H", "C", "Si", "C", "C", "Si", "Te", "Si", "C", "C", "C", "Si", "C", "C", "C", "H", "H", "H", "H", "H", "H", "H", "H", "H", "H", "H", "H", "H", "H", "H", "H", "H", "H", "H", "H", "H", "H", "H", "H", "H", "H", "H"], "coordinates": [[0.372, 0.811, -1.991], [1.619, 1.142, -1.263], [2.309, -0.100, -0.996], [2.044, 2.126, -1.082], [1.564, -1.157, -1.604], [0.437, -0.600, -2.278], [-0.266, -1.162, -2.895], [-0.370, 1.526, -2.343], [3.230, -0.221, -0.446], [1.833, -2.204, -1.537], [-0.102, 0.663, 0.273], [-2.451, 1.266, 0.359], [-5.234, 0.126, -0.750], [-5.063, -0.647, -1.933], [-4.732, 0.245, -3.001], [-5.185, -1.724, -2.007], [-4.702, 1.569, -2.479], [-5.012, 1.504, -1.087], [-5.090, 2.347, -0.413], [-5.478, -0.244, 0.235], [-4.556, -0.037, -4.037], [-4.502, 2.480, -3.029], [3.283, -4.084, 2.593], [4.346, -2.556, 2.285], [5.943, -2.745, 3.283], [4.849, -2.460, 0.472], [3.127, -0.663, 2.992], [0.631, -0.539, 2.488], [2.935, -0.843, 5.344], [4.617, -0.877, 6.206], [2.020, 0.738, 5.827], [2.030, -2.425, 5.852], [4.552, 1.178, 2.497], [6.092, 1.143, 3.609], [5.219, 1.303, 0.741], [3.492, 2.683, 2.891], [3.768, -4.971, 2.149], [2.285, -3.979, 2.142], [3.144, -4.287, 3.670], [6.463, -3.656, 2.937], [6.625, -1.891, 3.142], [5.753, -2.862, 4.363], [3.992, -2.293, -0.199], [5.579, -1.656, 0.284], [5.327, -3.407, 0.168], [5.190, 0.042, 6.024], [4.456, -0.964, 7.293], [5.232, -1.732, 5.890], [1.114, 0.892, 5.224], [1.728, 0.694, 6.889], [2.669, 1.624, 5.701], [1.068, -2.530, 5.336], [2.631, -3.329, 5.635], [1.825, -2.426, 6.938], [6.691, 0.228, 3.465], [6.724, 2.013, 3.351], [5.836, 1.222, 4.678], [4.429, 1.447, -0.008], [5.891, 2.172, 0.652], [5.800, 0.421, 0.440], [2.540, 2.644, 2.337], [3.253, 2.754, 3.964], [4.031, 3.598, 2.597]], "multiplicity": 3, "charge": -1, "total_energy_ha": -4881.9341, "homo_ev": [-4.042, -4.269], "e_lumo_ev": [2.7, 0.9]}

Entry 2:
{"formula": "C19H37ClN5O10PtSi4Te", "method": "ωB97M-V with the def2-TZVPD basis set", "species": ["Pt", "C", "Si", "C", "C", "Si", "Te", "Si", "C", "C", "C", "Si", "C", "C", "C", "H", "H", "H", "H", "H", "H", "H", "H", "H", "H", "H", "H", "H", "H", "H", "H", "H", "H", "H", "H", "H", "H", "H", "H", "H", "H", "H", "O", "N", "O", "C", "C", "C", "C", "O", "C", "C", "N", "O", "O", "N", "O", "O", "H", "H", "Cl", "C", "C", "O", "O", "H", "H", "C", "N", "C", "N", "O", "H", "H", "H", "H", "H", "H"], "coordinates": [[9.512, 9.820, 7.357], [7.590, 8.988, 14.294], [7.304, 8.284, 12.540], [5.584, 8.645, 11.882], [7.640, 6.417, 12.590], [8.981, 8.906, 11.021], [8.200, 8.035, 8.778], [11.046, 7.731, 11.233], [11.466, 7.062, 12.992], [11.010, 6.216, 10.119], [12.357, 8.887, 10.522], [8.921, 11.298, 11.169], [10.342, 12.195, 10.291], [9.211, 11.770, 13.001], [7.212, 12.006, 10.673], [7.079, 8.338, 15.011], [7.100, 9.970, 14.382], [8.677, 8.992, 14.631], [5.216, 7.768, 11.338], [5.489, 9.501, 11.174], [4.831, 8.817, 12.652], [7.209, 5.939, 13.529], [8.773, 6.241, 12.540], [7.238, 5.891, 11.687], [11.127, 7.759, 13.763], [12.569, 7.091, 13.050], [11.053, 6.070, 13.161], [10.081, 5.959, 9.620], [11.181, 5.339, 10.718], [11.840, 6.291, 9.363], [12.970, 9.431, 11.252], [11.944, 9.686, 9.821], [13.065, 8.371, 9.903], [11.059, 11.542, 9.744], [10.874, 12.922, 10.917], [9.821, 12.832, 9.591], [8.342, 11.501, 13.655], [9.287, 12.860, 12.947], [10.143, 11.401, 13.459], [7.414, 12.990, 10.187], [6.459, 12.057, 11.482], [6.858, 11.388, 9.817], [16.907, 12.021, 7.889], [15.758, 12.439, 7.757], [15.447, 13.628, 7.652], [14.656, 11.586, 7.607], [14.748, 10.196, 7.679], [13.659, 9.407, 7.311], [12.386, 9.972, 7.056], [11.301, 9.246, 6.922], [12.372, 11.365, 6.993], [13.457, 12.195, 7.279], [11.341, 12.011, 6.352], [10.188, 11.362, 6.011], [11.438, 13.182, 5.956], [13.813, 8.011, 6.882], [15.054, 7.721, 6.847], [12.864, 7.279, 6.718], [15.616, 9.639, 8.071], [13.330, 13.265, 7.135], [4.608, 10.937, 7.429], [6.058, 10.879, 6.346], [7.164, 11.681, 7.023], [7.307, 12.902, 6.862], [7.914, 10.933, 7.861], [5.662, 11.361, 5.429], [6.397, 9.838, 6.143], [7.922, 4.196, 5.838], [8.197, 5.629, 5.717], [7.217, 6.558, 5.623], [6.047, 6.176, 5.077], [7.393, 7.700, 6.140], [8.863, 3.715, 6.179], [7.642, 3.830, 4.866], [7.094, 3.976, 6.536], [8.917, 5.974, 6.354], [5.928, 5.341, 4.542], [5.380, 6.950, 4.929]], "multiplicity": 3, "charge": -1, "total_energy_ha": -3777.7141, "homo_ev": [-3.664, -5.737], "e_lumo_ev": [1.7, 0.1]}

Entry 3:
{"formula": "C19H37ClNO4P", "method": "ωB97M-V with the def2-TZVPD basis set", "species": ["C", "C", "C", "Cl", "C", "C", "P", "N", "O", "C", "O", "O", "C", "O", "H", "H", "H", "H", "H", "H", "H", "H", "H", "C", "C", "C", "C", "C", "C", "H", "H", "H", "H", "H", "H", "H", "H", "H", "H", "H", "H", "H", "H", "C", "C", "C", "C", "C", "C", "H", "H", "H", "H", "H", "H", "H", "H", "H", "H", "H", "H", "H", "H"], "coordinates": [[2.328, -3.642, 3.429], [1.906, -2.156, 2.877], [1.007, -1.258, 3.913], [0.214, -2.272, 5.292], [-0.073, -0.256, 3.173], [-1.498, -0.446, 2.783], [-2.525, -2.062, 3.025], [-3.103, -2.138, 4.745], [-1.427, -3.416, 2.697], [-2.000, 0.994, 2.121], [-3.094, 1.294, 1.416], [-0.999, 2.017, 2.501], [0.259, 1.275, 2.683], [1.540, 1.610, 2.491], [2.845, -4.202, 2.510], [1.436, -4.325, 3.757], [3.189, -3.559, 4.248], [1.403, -2.185, 1.807], [2.928, -1.559, 2.724], [1.774, -0.540, 4.479], [-3.581, -3.087, 4.797], [-3.921, -1.462, 4.805], [-1.763, -3.926, 1.900], [0.440, -3.414, -4.905], [0.385, -2.194, -4.000], [1.162, -2.375, -2.694], [0.648, -3.490, -1.775], [-0.816, -3.364, -1.349], [-1.098, -2.110, -0.534], [-0.021, -4.287, -4.435], [-0.101, -3.216, -5.836], [1.474, -3.663, -5.161], [-0.659, -1.935, -3.793], [0.811, -1.340, -4.541], [1.159, -1.424, -2.149], [2.214, -2.581, -2.932], [1.279, -3.515, -0.877], [0.788, -4.460, -2.267], [-1.078, -4.239, -0.742], [-1.475, -3.390, -2.223], [-0.483, -2.088, 0.371], [-2.149, -2.089, -0.229], [-0.901, -1.201, -1.108], [0.543, 6.791, -2.099], [-0.629, 5.896, -1.730], [-0.483, 5.245, -0.353], [0.715, 4.300, -0.199], [0.762, 3.137, -1.192], [-0.422, 2.190, -1.064], [1.478, 6.227, -2.164], [0.369, 7.256, -3.075], [0.670, 7.589, -1.362], [-0.767, 5.132, -2.503], [-1.544, 6.502, -1.732], [-1.407, 4.703, -0.121], [-0.400, 6.034, 0.406], [0.706, 3.896, 0.822], [1.644, 4.874, -0.286], [1.682, 2.567, -1.016], [0.825, 3.510, -2.220], [-0.475, 1.768, -0.056], [-0.320, 1.362, -1.773], [-1.368, 2.694, -1.279]], "smiles": "CC[C@H](Cl)C1=C(P(N)O)C(=O)OC1=O.CCCCCC.CCCCCC", "total_energy_ha": -1903.2263, "homo_ev": -8.629, "e_lumo_ev": -1.7}